# 1
C40H49AsN6O5P2PdSSe | the ωB97M-V functional and the def2-TZVPD basis

Each line ends with the Löwdin spin population.
Element x y z (Å)
Pd (-0.31879, -1.04506, -0.12160)  1.224
Se (-2.46326, -2.78558, 0.74262)  0.001
As (-0.31634, -0.84726, 3.67419)  0.011
S (0.74460, 0.00394, 2.03238)  0.117
P (-1.69882, -1.17118, -2.20134)  0.107
P (2.06038, -1.63890, -0.71878)  0.075
O (-1.89431, -1.48988, 1.65008)  0.082
O (-3.03818, -3.98557, 1.66410)  0.016
O (-3.53986, -2.15000, -0.32251)  0.005
O (-0.19930, 6.97817, -1.19992)  0.000
O (-1.04515, -3.22178, -0.07984)  0.139
N (-2.77230, -2.63588, -4.26442)  0.009
N (-1.13826, 6.45126, 0.78613)  0.000
N (-1.44638, -0.68954, -4.94548)  0.008
N (-1.17099, 1.28421, -0.25689)  0.066
N (-3.65962, -0.36857, -3.94226)  0.015
N (-0.29869, 4.78455, -0.65254)  0.001
C (-0.44735, 4.14575, 3.62767)  0.000
C (3.26301, -5.68379, 1.13559)  0.000
C (4.08456, -5.06868, 0.19480)  0.001
C (0.67288, -0.19494, 5.19894)  0.010
C (-0.52848, 2.41647, -0.50180)  0.003
C (-3.95396, -1.77446, -4.23005)  0.001
C (-0.53133, 6.12568, -0.40179)  0.000
C (-2.40062, 3.73492, 0.13297)  -0.003
C (5.78377, 0.51257, 1.05045)  0.006
C (-3.06252, 2.54910, 0.40766)  0.002
C (-2.22393, 6.12041, 2.89867)  0.000
C (4.90294, -0.20726, 1.84677)  -0.001
C (-0.72376, -0.60861, -3.66831)  0.010
C (-1.22161, 5.74590, 2.01165)  0.000
C (5.55022, 0.60348, -0.31068)  0.000
C (-2.04136, -0.08612, 4.00737)  0.000
C (2.58984, -0.62978, -4.63448)  -0.001
C (-2.66729, 0.11235, -4.90125)  0.001
C (3.53608, -0.71968, -0.08402)  0.011
C (2.47702, -3.28268, -0.04050)  0.011
C (2.35500, -1.77152, -2.51246)  0.005
C (2.36907, -2.98929, -3.18470)  0.005
C (3.79503, -0.81882, 1.28532)  0.006
C (2.44522, -0.59308, -3.25838)  0.004
C (3.69721, -3.87321, -0.38211)  0.003
C (1.66901, -3.89398, 0.91007)  -0.001
C (-0.32393, 4.75403, 2.38509)  0.000
C (-2.42257, 1.33540, 0.20371)  0.003
C (-2.31339, 5.52844, 4.14690)  0.000
C (-0.30594, -2.72910, 4.03442)  0.001
C (2.06321, -5.09365, 1.49459)  0.000
C (2.61002, -1.85183, -5.29483)  0.004
C (-3.21824, -0.18080, -2.55831)  0.018
C (-1.09318, 3.67079, -0.32795)  0.002
C (-1.81497, -2.07941, -5.21611)  0.001
C (-1.54547, 3.88281, 5.89423)  0.000
C (2.48614, -3.02737, -4.57039)  0.000
C (4.43666, -0.01064, -0.87553)  0.006
C (-1.43068, 4.52594, 4.53649)  0.000
C (-2.19902, -2.79968, -2.92426)  0.009
H (2.48063, -3.98201, -5.08037)  0.000
H (-0.59487, 3.45148, 6.20907)  0.000
H (0.17380, -0.47677, 6.12647)  0.001
H (-2.92376, 6.89863, 2.61583)  0.000
H (-2.74036, -0.42298, 3.25037)  0.000
H (-1.90805, 0.99336, 3.95890)  0.000
H (2.70563, -1.88556, -6.37229)  0.000
H (-1.31632, -3.44047, -2.96044)  0.000
H (-4.64843, -2.15247, -3.47950)  0.000
H (-1.40087, 7.42495, 0.80657)  0.000
H (-0.38266, 0.41905, -3.50913)  0.000
H (0.26668, 3.37667, 3.90161)  0.000
H (-2.91134, 0.38653, 0.40861)  0.001
H (6.23866, 1.14390, -0.94766)  0.000
H (5.08178, -0.30067, 2.91031)  0.000
H (-3.01662, 0.87617, -2.37723)  0.000
H (0.71880, -3.45306, 1.17128)  -0.001
H (-4.43401, -1.81950, -5.20956)  0.000
H (0.47934, 4.46587, 1.72063)  0.000
H (4.30522, 0.05413, -1.94305)  0.000
H (-2.89335, 4.69009, 0.26324)  0.000
H (-2.92727, -3.26567, -2.26477)  0.000
H (-3.99601, -0.50713, -1.86804)  0.000
H (2.64920, 0.29321, -5.19649)  0.000
H (3.12666, -1.38623, 1.91623)  0.000
H (1.41741, -5.56881, 2.22188)  0.000
H (2.25800, -3.91423, -2.63318)  0.000
H (-2.36567, -0.38446, 5.00415)  0.000
H (0.32833, 4.67079, -1.43463)  0.000
H (3.56471, -6.62097, 1.58588)  0.000
H (4.35671, -3.38306, -1.09028)  0.000
H (-4.08076, 2.55993, 0.77250)  0.000
H (0.49752, 2.32991, -0.85044)  0.000
H (-2.26157, -2.12221, -6.21181)  0.000
H (-0.91021, -2.86141, 4.93271)  0.000
H (0.72404, -3.01960, 4.23586)  0.000
H (0.15693, -1.24065, -3.73618)  0.000
H (1.67530, -0.61829, 5.17541)  0.000
H (5.02930, -5.51899, -0.08175)  0.000
H (-3.12059, 0.09893, -5.89445)  0.000
H (-0.91005, -2.69063, -5.21219)  0.000
H (2.35903, 0.36653, -2.76157)  0.000
H (6.65260, 0.98743, 1.48790)  0.000
H (-2.28804, 3.08305, 5.89357)  0.000
H (-1.85295, 4.60723, 6.64856)  0.000
H (0.74373, 0.88900, 5.12889)  0.001
H (-2.40666, 1.14360, -4.65306)  0.000
H (-0.73525, -3.29989, 3.21987)  0.000
H (-3.08638, 5.85668, 4.83244)  0.000

Values from the calculation:
LUMO energy (spin up / spin down), eV: 0.31 / -0.96
Spin multiplicity: 3
Expectation value of S²: 2.01
Energy relative to the best compared isomer or geometry (same formula, charge and spin), kcal/mol: 0.0
Orbital gap (spin up / spin down), Eh: 0.279 / 0.261
E_HOMO (spin up / spin down), eV: -7.274 / -8.050

# 2
CH3FN2O | the ωB97M-V functional and the def2-TZVPD basis

Each line ends with the Löwdin charge.
Element x y z (Å)
F (-3.05831, -0.66594, -0.07625)  -0.034
O (-1.56943, 1.77065, -0.05486)  0.088
N (-1.69323, -0.57191, 0.24825)  0.064
N (0.37514, 0.62178, -0.01556)  0.130
C (-1.07899, 0.68012, -0.00855)  -0.548
H (-1.16511, -1.48472, 0.22066)  0.165
H (0.64716, 1.47159, 0.39356)  0.071
H (0.75549, -0.19384, 0.40459)  0.063

Values from the calculation:
LUMO energy, eV: 0.57
Energy relative to the best compared isomer or geometry (same formula, charge and spin), kcal/mol: 34.1
Orbital gap, Eh: 0.413
E_HOMO, eV: -10.667
SMILES: NC(=O)NF